(1)
{
  "formula": "C25H29N8O3SSr",
  "method": "the ωB97M-V functional and the def2-TZVPD basis",
  "species": ["Sr", "C", "O", "C", "C", "O", "C", "C", "O", "C", "H", "H", "H", "H", "H", "H", "H", "H", "H", "H", "H", "H", "H", "H", "C", "C", "N", "C", "C", "N", "C", "C", "C", "C", "C", "N", "C", "C", "N", "C", "C", "N", "C", "C", "C", "N", "C", "C", "H", "H", "H", "H", "H", "H", "H", "H", "H", "H", "H", "H", "S", "C", "N", "N", "H", "H", "H"],
  "coordinates": [[0.001, -1.020, -1.083], [3.151, -2.444, -0.595], [1.963, -2.451, -1.393], [1.720, -3.667, -2.117], [0.762, -3.359, -3.254], [-0.402, -2.658, -2.795], [-1.664, -3.357, -2.682], [-1.930, -3.808, -1.270], [-1.857, -2.669, -0.405], [-2.670, -2.789, 0.762], [4.027, -2.565, -1.233], [3.126, -3.243, 0.148], [3.201, -1.483, -0.088], [1.310, -4.423, -1.439], [2.656, -4.052, -2.531], [0.482, -4.282, -3.764], [1.254, -2.707, -3.976], [-1.680, -4.199, -3.376], [-2.424, -2.641, -2.995], [-1.220, -4.572, -0.931], [-2.933, -4.243, -1.241], [-3.706, -2.969, 0.473], [-2.614, -1.850, 1.307], [-2.311, -3.603, 1.396], [0.717, -3.302, 3.021], [0.599, -2.941, 1.691], [0.416, -1.668, 1.338], [0.341, -0.744, 2.294], [0.479, -1.127, 3.627], [0.662, -2.391, 3.991], [0.110, 0.698, 1.863], [0.031, 1.722, 2.778], [-0.213, 3.022, 2.329], [-0.351, 3.226, 0.969], [-0.206, 2.160, 0.087], [0.007, 0.917, 0.539], [-0.295, 2.362, -1.400], [-0.219, 3.552, -1.989], [-0.613, 3.770, -3.354], [-0.769, 2.751, -4.091], [-0.447, 1.345, -3.668], [-0.337, 1.207, -2.205], [-0.337, 4.152, 3.294], [-0.761, 3.940, 4.598], [-0.861, 5.022, 5.459], [-0.565, 6.274, 5.112], [-0.157, 6.468, 3.858], [-0.031, 5.453, 2.922], [0.859, -4.337, 3.305], [0.648, -3.679, 0.897], [0.434, -0.398, 4.426], [0.161, 1.532, 3.832], [-0.613, 4.200, 0.581], [0.052, 4.444, -1.444], [-1.188, 2.884, -5.088], [0.416, 0.955, -4.216], [-1.051, 2.959, 4.952], [-1.202, 4.867, 6.477], [0.086, 7.487, 3.580], [0.333, 5.694, 1.932], [-2.562, -0.411, -4.671], [-1.624, 0.352, -3.553], [-1.547, 0.328, -2.210], [2.604, 0.420, -2.105], [2.352, 1.154, -2.758], [3.303, -0.152, -2.569], [3.098, 0.887, -1.349]],
  "mulliken_charge": [2.114, -1.142, 0.095, -0.631, -0.723, -0.137, -0.676, -0.593, -0.010, -1.071, 0.362, 0.383, 0.252, 0.301, 0.481, 0.450, 0.296, 0.399, 0.165, 0.243, 0.520, 0.401, 0.213, 0.399, -0.576, -0.992, 1.266, -0.787, -0.518, -0.580, 0.485, -0.637, 0.758, -1.070, 0.314, 0.275, -0.642, -0.729, -0.568, -0.361, -0.640, 1.142, 0.700, -0.586, -0.411, -0.592, -0.392, -0.590, 0.421, 0.506, 0.502, 0.497, 0.785, 0.519, 0.397, 0.499, 0.409, 0.370, 0.376, 0.483, -0.360, 0.103, -0.945, -0.571, 0.204, 0.231, 0.212],
  "lumo_energy_ha": -0.1331,
  "e_homo_ev": -9.9,
  "de_lowest_kj_mol": 301.7,
  "homo_lumo_gap_ev": 6.260,
  "charge": 1,
  "energy_ev": -56124.1509
}

---

(2)
{
  "formula": "C51H58MnNO5P",
  "method": "the ωB97M-V functional and the def2-TZVPD basis",
  "species": ["Mn", "C", "C", "C", "O", "C", "C", "O", "C", "O", "C", "C", "C", "C", "C", "C", "C", "C", "C", "C", "C", "C", "C", "O", "C", "C", "C", "C", "C", "C", "C", "C", "C", "C", "C", "C", "H", "H", "H", "H", "H", "H", "H", "H", "H", "H", "H", "H", "H", "H", "H", "H", "H", "H", "H", "H", "H", "H", "H", "H", "H", "H", "H", "H", "O", "C", "C", "C", "C", "C", "C", "N", "H", "H", "H", "H", "H", "H", "H", "C", "C", "C", "C", "P", "C", "C", "C", "C", "C", "C", "C", "C", "C", "C", "H", "H", "H", "H", "H", "H", "H", "H", "H", "H", "H", "H", "H", "H", "H", "H", "H", "H", "H", "H", "H", "H", "H"],
  "coordinates": [[-0.685, 0.289, -0.126], [3.937, -3.634, -2.053], [3.449, -3.397, -0.640], [4.178, -4.223, 0.394], [2.058, -3.684, -0.542], [1.351, -2.463, -0.642], [2.314, -1.489, 0.038], [3.580, -2.004, -0.333], [2.228, 0.007, -0.338], [1.035, 0.554, 0.229], [2.256, 0.177, -1.859], [3.392, -0.185, -2.588], [3.409, -0.111, -3.973], [2.293, 0.327, -4.672], [1.163, 0.704, -3.966], [1.158, 0.629, -2.579], [3.334, 0.786, 0.385], [3.450, 0.636, 1.768], [4.367, 1.382, 2.490], [5.183, 2.302, 1.842], [5.066, 2.469, 0.472], [4.147, 1.715, -0.251], [-0.047, -2.590, -0.006], [-0.758, -1.444, -0.461], [-0.802, -3.774, -0.615], [-1.075, -3.732, -1.982], [-1.773, -4.756, -2.599], [-2.215, -5.844, -1.856], [-1.956, -5.891, -0.496], [-1.255, -4.861, 0.122], [0.054, -2.649, 1.519], [0.847, -3.619, 2.139], [1.013, -3.630, 3.515], [0.387, -2.677, 4.310], [-0.421, -1.728, 3.711], [-0.585, -1.721, 2.329], [3.873, -4.695, -2.296], [4.975, -3.312, -2.151], [3.326, -3.070, -2.758], [3.983, -5.284, 0.230], [3.838, -3.945, 1.393], [5.251, -4.048, 0.326], [1.199, -2.189, -1.691], [2.191, -1.555, 1.120], [4.270, -0.529, -2.062], [4.305, -0.399, -4.509], [2.308, 0.383, -5.753], [0.284, 1.061, -4.489], [0.264, 0.978, -2.076], [2.800, -0.051, 2.298], [4.443, 1.245, 3.561], [5.901, 2.884, 2.405], [5.692, 3.186, -0.044], [4.065, 1.873, -1.318], [-0.747, -2.880, -2.567], [-1.970, -4.709, -3.663], [-2.756, -6.650, -2.337], [-2.297, -6.734, 0.093], [-1.074, -4.914, 1.186], [1.341, -4.365, 1.534], [1.636, -4.391, 3.969], [0.521, -2.686, 5.384], [-0.938, -0.991, 4.315], [-1.288, -1.022, 1.899], [-2.602, 0.569, -0.895], [-3.941, 0.025, -0.994], [-4.055, -1.292, -0.284], [-4.815, -2.307, -0.846], [-4.955, -3.493, -0.144], [-4.336, -3.612, 1.087], [-3.602, -2.538, 1.564], [-3.460, -1.391, 0.899], [-2.613, 1.415, -1.373], [-4.171, -0.098, -2.051], [-4.634, 0.751, -0.564], [-5.269, -2.176, -1.820], [-5.532, -4.311, -0.556], [-4.408, -4.520, 1.670], [-3.100, -2.603, 2.522], [0.064, 5.433, 0.304], [0.505, 3.964, 0.337], [1.463, 3.721, 1.509], [1.267, 3.660, -0.959], [-0.981, 2.814, 0.425], [-2.132, 3.568, -0.786], [-3.196, 4.416, -0.477], [-3.994, 4.952, -1.478], [-3.744, 4.660, -2.812], [-2.689, 3.824, -3.142], [-1.895, 3.283, -2.138], [-1.764, 2.805, 2.120], [-0.888, 1.905, 3.008], [-3.136, 2.124, 1.996], [-1.907, 4.160, 2.822], [0.961, 6.058, 0.342], [-0.566, 5.711, 1.148], [-0.468, 5.675, -0.617], [2.373, 4.299, 1.322], [1.754, 2.673, 1.589], [1.055, 4.058, 2.462], [2.139, 4.318, -1.002], [0.673, 3.860, -1.851], [1.622, 2.633, -0.982], [-3.414, 4.672, 0.548], [-4.813, 5.608, -1.212], [-4.368, 5.084, -3.588], [-2.477, 3.592, -4.178], [-1.064, 2.643, -2.420], [-0.757, 0.907, 2.588], [-1.387, 1.791, 3.974], [0.102, 2.315, 3.190], [-3.059, 1.107, 1.605], [-3.835, 2.682, 1.374], [-3.570, 2.051, 2.997], [-0.944, 4.636, 2.998], [-2.368, 3.987, 3.798], [-2.540, 4.867, 2.288]],
  "mulliken_charge": [1.131, -1.654, 1.098, -1.720, -0.450, -0.209, 0.034, -0.424, 0.594, 1.386, 0.538, -0.014, -1.056, -0.969, -1.167, 0.786, 0.488, -0.470, -0.668, -0.806, -1.031, -0.326, -0.411, -0.681, 1.231, -0.423, -0.948, -0.636, -0.942, -0.463, 0.548, 0.380, -1.286, -1.014, -0.624, -0.643, 0.412, 0.357, 0.320, 0.345, 0.385, 0.421, 0.968, 0.567, 0.628, 0.495, 0.433, 0.488, -0.297, 0.266, 0.458, 0.427, 0.450, 0.452, 0.343, 0.470, 0.405, 0.487, 0.508, 0.870, 0.472, 0.476, 0.560, -0.043, -0.202, -0.977, 0.693, -1.135, -0.347, -0.889, -0.183, -0.008, -0.074, 0.584, 0.331, 0.437, 0.434, 0.451, 0.620, -1.761, 2.301, -2.158, -1.957, 1.323, 1.187, -1.129, -0.785, -0.846, -0.963, -0.194, 2.067, -2.533, -2.046, -1.820, 0.562, 0.288, 0.287, 0.622, 0.386, 0.325, 0.725, 0.394, 0.279, 0.174, 0.480, 0.402, 0.509, 0.066, 0.245, 0.762, 0.136, 0.470, 0.350, 0.625, 0.442, 0.527, 0.223],
  "lumo_energy_ha": [-0.1260, -0.1001],
  "e_homo_ev": [-11.0, -11.0],
  "homo_lumo_gap_ev": [7.594, 8.308],
  "multiplicity": 5,
  "charge": 1,
  "energy_ev": -106161.3943
}

---

(3)
{
  "formula": "C20H21CrN3O3S",
  "method": "the ωB97M-V functional and the def2-TZVPD basis",
  "species": ["C", "C", "H", "H", "H", "H", "H", "H", "C", "C", "C", "C", "H", "H", "H", "H", "N", "C", "C", "N", "C", "C", "C", "H", "H", "C", "H", "H", "Cr", "C", "H", "H", "H", "O", "C", "N", "S", "O", "O", "C", "C", "C", "C", "C", "C", "H", "H", "H", "H"],
  "coordinates": [[-1.877, -1.867, 0.934], [-2.744, 2.008, -2.119], [-2.444, -2.759, 0.620], [-2.500, -1.361, 1.707], [-0.963, -2.171, 1.452], [-3.044, 2.402, -3.097], [-2.122, 1.120, -2.292], [-3.680, 1.750, -1.601], [-0.381, -3.239, -1.048], [0.506, -4.173, -1.584], [1.245, -3.829, -2.713], [1.086, -2.549, -3.223], [-0.937, -3.532, -0.171], [0.612, -5.142, -1.095], [1.952, -4.524, -3.165], [1.662, -2.193, -4.077], [-0.530, -1.974, -1.486], [0.272, -1.617, -2.546], [0.514, -0.195, -2.647], [-0.007, 0.509, -1.601], [0.645, 1.621, -1.213], [2.159, 1.521, -3.075], [1.720, 2.159, -1.916], [0.321, 2.084, -0.281], [2.199, 3.055, -1.528], [1.507, 0.363, -3.471], [1.802, -0.187, -4.360], [3.016, 1.901, -3.629], [-1.610, -0.432, -0.484], [-2.020, 3.162, -1.456], [-1.215, 3.495, -2.116], [-1.596, 2.943, -0.481], [-2.725, 3.981, -1.302], [1.441, -0.985, 0.662], [0.742, -0.287, 1.409], [-0.470, 0.290, 1.029], [-1.120, 1.381, 2.134], [-0.852, 2.738, 1.709], [-2.465, 1.009, 2.494], [0.049, 0.893, 3.351], [0.032, 1.258, 4.692], [1.036, 0.749, 5.524], [2.007, -0.129, 5.013], [1.987, -0.505, 3.668], [1.004, 0.040, 2.826], [-0.753, 1.916, 5.049], [1.060, 1.038, 6.573], [2.777, -0.519, 5.681], [2.696, -1.219, 3.249]],
  "mulliken_charge": [-1.581, -0.606, 0.430, 0.197, 0.445, 0.360, 0.076, 0.259, -0.131, -0.890, -0.399, -0.798, 0.361, 0.396, 0.420, 0.204, 0.584, 0.770, 0.234, 0.710, -0.356, -0.516, -1.068, 0.451, 0.475, -0.836, 0.479, 0.406, 0.092, -0.674, 0.235, 0.154, 0.395, -0.677, 0.505, 0.424, 0.966, -0.713, -0.661, 0.354, -0.742, -0.511, -0.504, -0.480, 0.064, 0.457, 0.390, 0.374, 0.470],
  "lumo_energy_ha": [-0.0244, -0.0285],
  "e_homo_ev": [-7.2, -8.0],
  "de_lowest_kj_mol": 46.3,
  "homo_lumo_gap_ev": [6.548, 7.198],
  "multiplicity": 5,
  "charge": 0,
  "energy_ev": -70948.3725
}

---

(4)
{
  "formula": "C11H19MgNOP",
  "method": "the ωB97M-V functional and the def2-TZVPD basis",
  "species": ["C", "C", "C", "C", "C", "Mg", "P", "H", "H", "H", "H", "H", "H", "H", "H", "O", "C", "C", "C", "C", "C", "C", "N", "H", "H", "H", "H", "H", "H", "H", "H", "H", "H", "H"],
  "coordinates": [[1.939, 1.315, -2.285], [3.146, 1.851, -1.761], [3.182, 2.842, -0.755], [1.963, 3.484, -0.317], [0.771, 3.089, -0.865], [1.773, 1.365, -0.219], [1.793, -0.311, -2.957], [1.027, 1.965, -2.393], [4.104, 1.471, -2.132], [4.137, 3.201, -0.361], [-0.180, 3.604, -0.744], [2.097, 4.273, 0.439], [2.108, -1.304, -2.001], [2.676, -0.476, -4.048], [0.459, -0.543, -3.378], [0.797, -0.076, 0.400], [-0.441, -0.395, 0.482], [-0.959, -1.646, -0.149], [-1.050, -2.782, 0.873], [-2.235, -2.669, 1.839], [-2.389, -1.336, 2.572], [-2.588, -0.119, 1.669], [-1.290, 0.375, 1.147], [-1.950, -1.431, -0.585], [-0.272, -1.905, -0.965], [-1.133, -3.725, 0.316], [-0.107, -2.834, 1.438], [-3.165, -2.890, 1.300], [-2.122, -3.459, 2.590], [-3.260, -1.401, 3.234], [-1.523, -1.173, 3.227], [-3.236, -0.388, 0.822], [-3.074, 0.695, 2.223], [-0.999, 1.334, 1.346]],
  "mulliken_charge": [-0.696, -0.245, -0.448, 0.157, -1.264, 0.117, 0.069, 0.442, 0.292, 0.278, 0.278, 0.266, 0.009, 0.041, 0.053, -0.644, 0.502, -0.523, -0.625, -0.795, -0.535, -0.886, -0.130, 0.359, -0.030, 0.516, 0.230, 0.335, 0.299, 0.351, 0.291, 0.274, 0.399, 0.263],
  "lumo_energy_ha": [0.1186, 0.1153],
  "e_homo_ev": [-0.1, -0.1],
  "de_lowest_kj_mol": 247.5,
  "homo_lumo_gap_ev": [3.304, 3.241],
  "charge": -1,
  "energy_ev": -29979.3526
}

---

(5)
{
  "formula": "C7H10",
  "method": "the ωB97M-V functional and the def2-TZVPD basis",
  "species": ["C", "C", "C", "C", "C", "C", "C", "H", "H", "H", "H", "H", "H", "H", "H", "H", "H"],
  "coordinates": [[-0.805, -0.076, -1.973], [-0.262, 0.042, -0.153], [0.895, 1.023, 0.047], [1.226, 0.039, 1.190], [-0.135, -0.536, 1.728], [-1.281, 0.081, 0.945], [0.515, -1.101, 0.511], [-0.997, 0.935, -2.329], [0.170, -0.450, -2.274], [-1.573, -0.782, -2.316], [0.620, 2.056, 0.286], [1.669, 0.980, -0.727], [2.174, -0.015, 1.715], [-0.155, -1.008, 2.710], [-1.577, 1.111, 1.197], [-1.318, -0.181, -0.811], [0.809, -2.094, 0.196]],
  "mulliken_charge": [-1.148, 0.763, -0.596, -0.466, -0.385, -0.990, -0.528, 0.304, 0.417, 0.379, 0.292, 0.349, 0.425, 0.431, 0.130, 0.155, 0.467],
  "lumo_energy_ha": 0.0276,
  "e_homo_ev": -6.6,
  "de_lowest_kj_mol": 800.9,
  "homo_lumo_gap_ev": 7.334,
  "charge": 0,
  "energy_ev": -7412.7340
}

---

(6)
{
  "formula": "C2H2ClO4",
  "method": "the ωB97M-V functional and the def2-TZVPD basis",
  "species": ["C", "C", "O", "O", "O", "O", "Cl", "H", "H"],
  "coordinates": [[0.320, -1.831, 0.400], [0.284, 0.228, -0.160], [0.377, -2.586, -0.495], [0.534, -1.592, 1.563], [0.369, 0.931, 0.996], [-0.770, 0.778, -0.930], [2.014, 0.452, -1.086], [0.594, 0.158, 1.689], [-0.814, 1.797, -1.102]],
  "mulliken_charge": [0.742, 0.006, -0.461, -0.639, -0.502, -0.475, -0.388, 0.431, 0.286],
  "lumo_energy_ha": 0.1427,
  "e_homo_ev": -3.7,
  "de_lowest_kj_mol": 129.0,
  "homo_lumo_gap_ev": 7.559,
  "charge": -1,
  "energy_ev": -22819.5696
}